22
Properties=species:S:1:pos:R:3 method="wB97M-V/def2-TZVPD" energy_ha=-3185.46322 total_charge=-1 de_lowest_ev=2.4281 max_force_ev_per_a=5.342 homo_lumo_gap_ev="7.44 / 6.29"
C -2.771 -0.044 0.686
C -2.287 -1.079 -0.024
C -1.867 0.693 1.420
C -0.907 -1.221 -0.238
C -0.530 0.425 1.421
C 0.040 -0.471 0.479
C 2.247 -0.144 1.794
C 1.043 0.752 -2.822
C 1.392 1.150 -1.477
C 1.436 -0.703 0.578
O 2.837 0.924 1.766
O 2.104 -1.055 2.623
O 0.250 1.680 -2.005
Br 2.137 -2.177 -0.336
H -3.739 0.127 0.905
H -2.993 -1.783 -0.442
H -2.350 1.332 2.072
H -0.617 -1.989 -0.759
H 0.083 0.915 2.181
H 1.656 1.129 -3.725
H 0.749 -0.267 -3.128
H 2.088 1.804 -0.970